1.
{"formula": "C2HClN2O", "method": "the ωB97M-V functional and the def2-TZVPD basis", "smiles": "N#[N+][O-].C#CCl", "de_lowest_kcal_mol": 93.91, "multiplicity": 1, "symbols": ["N", "N", "O", "C", "C", "Cl", "H"], "xyz": [[0.49, 3.22, -0.62], [0.99, 2.45, -1.24], [1.51, 1.78, -2.04], [0.31, -0.06, 0.65], [1.03, 0.80, 1.07], [1.89, 1.84, 1.98], [-0.10, -0.98, 0.33]]}

***

2.
{"formula": "C25H33Br12ClN3O", "method": "the ωB97M-V functional and the def2-TZVPD basis", "charge": 1, "multiplicity": 1, "symbols": ["C", "C", "C", "O", "C", "C", "C", "C", "C", "C", "C", "C", "C", "C", "C", "N", "C", "C", "C", "Cl", "N", "C", "N", "C", "C", "C", "H", "H", "H", "H", "H", "H", "H", "H", "H", "H", "H", "H", "H", "H", "H", "H", "H", "H", "H", "H", "H", "H", "H", "H", "H", "H", "H", "H", "H", "C", "Br", "Br", "Br", "H", "C", "Br", "Br", "Br", "H", "C", "Br", "Br", "Br", "H", "C", "Br", "Br", "Br", "H"], "xyz": [[-0.02, 4.14, 1.98], [1.37, 3.32, 2.23], [0.99, 1.74, 2.08], [0.85, 1.46, 0.64], [-0.23, 0.58, 0.39], [-1.56, 1.01, -0.26], [-2.49, -0.21, -0.38], [-3.91, 0.04, -1.09], [-4.06, 1.46, -1.78], [-3.13, 1.77, -3.02], [-3.19, 3.18, -3.78], [-4.21, 4.28, -3.33], [-5.13, 3.95, -2.12], [-5.05, 2.57, -1.38], [-6.08, 2.36, -0.17], [-2.16, -1.48, 0.09], [-3.21, -2.56, -0.06], [-4.40, -2.41, 1.06], [-4.41, -3.74, 1.99], [-6.03, -2.45, 0.16], [-1.05, -1.92, 0.67], [-0.12, -0.89, 0.77], [1.19, -1.30, 1.37], [2.02, -1.63, 0.37], [1.66, -2.72, -0.76], [3.50, -0.98, 0.24], [-0.16, 4.19, 0.85], [-0.03, 5.16, 2.50], [-0.85, 3.45, 2.38], [1.80, 3.52, 3.28], [2.17, 3.64, 1.47], [0.09, 1.44, 2.70], [1.93, 1.18, 2.44], [-1.76, 2.07, -0.59], [-4.72, -0.02, -0.27], [-4.14, -0.75, -1.91], [-2.37, 0.97, -3.34], [-2.48, 3.37, -4.65], [-4.24, 5.26, -3.90], [-5.86, 4.76, -1.79], [-6.36, 1.27, -0.02], [-5.75, 2.88, 0.81], [-7.05, 2.91, -0.47], [-3.62, -2.64, -1.12], [-2.76, -3.60, 0.17], [-4.28, -1.46, 1.69], [-5.02, -4.59, 1.52], [-4.86, -3.46, 3.01], [-3.35, -4.17, 2.15], [0.88, -3.47, -0.40], [2.58, -3.32, -1.11], [1.22, -2.25, -1.72], [3.82, -0.71, 1.30], [3.47, -0.10, -0.48], [4.24, -1.79, -0.15], [7.67, -0.39, 0.80], [7.03, 1.19, 1.72], [7.00, -2.02, 1.61], [7.30, -0.33, -1.10], [8.76, -0.41, 0.91], [0.69, 2.83, -5.14], [1.00, 1.94, -6.83], [-0.89, 2.13, -4.23], [2.26, 2.77, -3.99], [0.49, 3.88, -5.36], [6.08, -5.30, -0.66], [4.25, -5.93, -0.79], [7.25, -6.65, 0.11], [6.75, -4.66, -2.36], [6.08, -4.46, 0.03], [4.86, -1.61, 5.12], [6.14, -3.03, 4.79], [5.73, 0.08, 5.48], [3.57, -1.47, 3.67], [4.31, -1.88, 6.01]]}

***

3.
{"formula": "C4H5ClO2S", "method": "the ωB97M-V functional and the def2-TZVPD basis", "smiles": "O=C(CCl)[C@H](O)C=S", "de_lowest_kcal_mol": 25.69, "multiplicity": 1, "symbols": ["O", "C", "C", "Cl", "C", "O", "C", "S", "H", "H", "H", "H", "H"], "xyz": [[0.98, 1.57, -1.03], [0.73, 0.66, -0.27], [1.71, -0.48, 0.04], [1.06, -2.09, -0.44], [-0.63, 0.61, 0.42], [-0.72, -0.20, 1.53], [-1.63, 0.23, -0.71], [-2.68, -0.99, -0.53], [2.65, -0.21, -0.50], [1.91, -0.51, 1.11], [-0.75, 1.65, 0.76], [-1.07, -1.06, 1.24], [-1.57, 0.82, -1.62]]}

***

| no. | E_LUMO (eV) |
| --- | --- |
| 1 | 0.750 |
| 2 | -4.151 |
| 3 | -0.817 |